one:
This record from OMol25 describes a structure of composition C4H9N2O. The level of theory is wB97M-V/def2-TZVPD.

Net charge   +1
HOMO-LUMO gap (alpha / beta)   10.15 / 10.15 eV
LUMO energy (alpha / beta)   -4.004 / -4.004 eV
HOMO level (alpha / beta)   -14.15 / -14.15 eV

Cartesian coordinates (Å):
O -0.7355 -0.1127 1.1922
N -1.3401 0.0002 0.0129
N 0.9915 -1.0131 -0.2165
C -0.4334 1.2111 1.7429
C 0.9180 -0.9656 1.1255
C 0.1339 -0.4012 -2.4889
C 0.3385 -0.6241 -1.1428
H -0.0070 1.7555 0.9069
H -2.1740 -0.6174 -0.2252
H 1.1087 -0.2731 -3.0504
H 1.4780 -0.0637 1.3797
H -1.1958 1.7874 2.0862
H 0.2198 1.0923 2.5207
H 0.9917 -1.9585 1.7173
H -0.5566 -1.0875 -3.0165
H -0.5043 0.5469 -2.7065

Which charges does Löwdin predict for the atoms? In e, they are: -0.27, 0.06, 0.12, 0.03, 0.08, -0.03, -0.10, 0.12, 0.13, 0.13, 0.12, 0.08, 0.08, 0.18, 0.12, 0.15



two:
This record from OMol25 describes the ion C4H9N2O with charge +1. The level of theory is wB97M-V/def2-TZVPD.

Structure (SMILES)   OC[C@@H]1CC[NH+]=N1
Net charge   +1
HOMO-LUMO gap   9.70 eV
LUMO energy   -5.600 eV
HOMO level   -15.30 eV

Cartesian coordinates (Å):
O -0.5966 -0.2251 1.8815
N -1.3155 -0.3981 -0.8278
N -1.2184 0.8323 -0.7598
C -0.0425 -1.2214 1.0527
C 0.0278 1.4637 -0.8022
C 0.9673 0.2585 -0.7499
C -0.0635 -0.9267 -0.5241
H 1.5881 0.2306 -1.7193
H 1.0140 -1.2379 1.1580
H 0.1488 2.1758 -1.5329
H 0.0421 1.9685 0.1299
H 1.6278 0.3109 0.1484
H -1.2376 -0.6246 2.5073
H 0.1336 -1.8400 -0.9974
H -2.0146 1.4010 -0.7651
H -0.4500 -2.1958 1.0500

Which charges does Löwdin predict for the atoms? In e, they are: -0.01, 0.23, 0.09, -0.16, -0.10, -0.05, -0.23, 0.15, 0.11, 0.12, 0.14, 0.13, 0.13, 0.14, 0.18, 0.12



What should be chosen as the most stable of them? Choose two.



one:
This record from OMol25 describes an isolated molecule of C6H10OS. The level of theory is wB97M-V/def2-TZVPD.

Structure (SMILES)   C[C@@H]1C[C@H]2SCO[C@@H]12
HOMO-LUMO gap   9.33 eV
LUMO energy   0.937 eV
HOMO level   -8.39 eV

Cartesian coordinates (Å):
S -1.7820 -0.8457 -0.1068
O -0.7009 1.4041 0.3565
C 2.8912 0.3350 -0.2998
C -2.0058 0.9458 0.0855
C -0.0607 -0.6586 -0.5317
C 1.0509 -1.1432 0.6088
C 0.4409 0.7090 -0.4017
C 1.6952 0.1154 0.4720
H 1.8786 0.5912 1.4755
H 0.5530 -1.3735 1.5883
H 1.7427 -2.0299 0.2901
H 0.3227 -1.2962 -1.4724
H -2.6558 1.1583 1.0127
H 3.1427 -0.7513 -1.0220
H 3.7503 0.2213 0.3616
H -2.4046 1.3895 -0.8320
H 3.0917 1.2942 -0.9655
H 0.6277 1.2753 -1.1775

Which charges does Löwdin predict for the atoms? In e, they are: 0.89, -0.19, -0.11, -0.48, -0.53, -0.16, -0.19, -0.41, 0.16, 0.12, 0.13, 0.16, 0.12, 0.16, 0.06, 0.08, 0.12, 0.09



two:
This record from OMol25 describes a cluster of 2 separate species, C6H10OS in total. The level of theory is wB97M-V/def2-TZVPD.

Structure (SMILES)   CC=C(C)C.O=C=S
HOMO-LUMO gap   9.15 eV
LUMO energy   0.588 eV
HOMO level   -8.57 eV

Cartesian coordinates (Å):
S -3.7850 -1.0536 0.7534
O -4.4456 0.9537 -0.8699
C 0.1452 -0.3256 0.1810
C -4.0811 0.0810 -0.1988
C 0.4134 0.8616 0.8046
C 0.5343 2.1493 0.1990
C -0.0121 -0.3246 -1.2972
C 0.0587 -1.6223 0.7871
H 1.2763 2.2032 -0.4978
H 0.6758 -2.4681 0.2310
H 0.8723 -0.1065 -1.8879
H 0.5530 0.7419 1.9194
H -0.9660 -2.0212 0.9080
H -0.5157 -1.2564 -1.5007
H 0.4127 -1.4471 1.7675
H -0.3158 2.4020 -0.4579
H -0.7284 0.3469 -1.6414
H 0.7035 3.0053 0.8349

Which charges does Löwdin predict for the atoms? In e, they are: 0.85, 0.10, -0.40, -0.91, -0.13, -0.12, -0.07, -0.10, 0.05, 0.13, 0.09, 0.12, 0.05, 0.07, 0.05, 0.09, 0.05, 0.08



What should be chosen as the most stable of them? Choose two.



one:
This record from OMol25 describes a structure of composition C6H10OS. The level of theory is wB97M-V/def2-TZVPD.

HOMO-LUMO gap   9.78 eV
LUMO energy   0.836 eV
HOMO level   -8.95 eV

Cartesian coordinates (Å):
S 0.5705 -2.7358 -0.4080
O 0.8217 2.1551 -0.4668
C 0.0980 -1.0137 -0.1559
C -1.2769 -0.6794 0.4462
C 0.1815 -0.0338 -1.3438
C 0.6645 -0.1932 1.0177
C -0.6105 0.6177 0.8037
C -0.2714 1.2246 -0.5880
H 0.6906 2.6807 0.3434
H -0.5407 -0.2971 -2.1097
H 0.6680 -0.7071 1.9847
H -1.4540 -1.3031 1.3562
H -0.9874 1.2782 1.5903
H -1.1440 1.7232 -1.0382
H 1.2183 0.0498 -1.6982
H 1.8813 -2.4973 -0.4149
H -2.1499 -0.5891 -0.2377
H 1.6404 0.3202 0.9192

Which charges does Löwdin predict for the atoms? In e, they are: 0.77, -0.05, -0.79, -0.13, -0.11, -0.13, -0.25, -0.33, 0.10, 0.12, 0.12, 0.13, 0.15, 0.15, 0.13, -0.14, 0.13, 0.12



two:
This record from OMol25 describes an isolated molecule of C6H10OS. The level of theory is wB97M-V/def2-TZVPD.

Structure (SMILES)   C=C[C@@H](CO)C(C)=S
HOMO-LUMO gap   8.57 eV
LUMO energy   -0.245 eV
HOMO level   -8.81 eV

Cartesian coordinates (Å):
S -1.0883 -1.3114 -0.9716
O -1.2499 2.0386 -0.0730
C 0.0734 1.7242 -0.4720
C 1.8665 -0.0586 -0.3706
C -0.5318 -0.5356 0.3420
C 2.9626 -0.5239 0.2972
C -1.1958 -0.7310 1.6618
C 0.5959 0.5050 0.2807
H 3.7337 -1.0731 -0.2028
H 0.1113 1.5208 -1.5513
H 0.7524 2.6008 -0.2531
H -1.5758 0.2505 1.9649
H 0.9108 0.7821 1.2985
H 1.9128 -0.1466 -1.4226
H -1.7488 1.3540 0.4208
H -1.9898 -1.4681 1.6069
H -0.4809 -1.0436 2.4698
H 3.1620 -0.3836 1.3645

Which charges does Löwdin predict for the atoms? In e, they are: 0.78, -0.08, -0.24, -0.14, -0.78, 0.03, -0.13, -0.35, 0.04, 0.12, 0.14, 0.08, 0.14, 0.08, 0.07, 0.07, 0.11, 0.06



What should be chosen as the most stable of them? Choose one.



one:
This record from OMol25 describes a cluster of 10 separate species, C24H75O31P7 in total. The level of theory is wB97M-V/def2-TZVPD.

Structure (SMILES)   COP(=O)(OC)OC.COP(=O)(OC)OC.COP(=O)(OC)OC.COP(=O)(OC)OC.COP(=O)(OC)OC.COP(=O)(OC)OC.COP(=O)(OC)OC.CO.CO.CO
HOMO-LUMO gap   10.12 eV
LUMO energy   0.401 eV
HOMO level   -9.72 eV

Cartesian coordinates (Å):
P -2.8539 3.0356 -3.5930
P 0.9912 -0.7315 -4.9528
P -1.9435 5.4234 2.3436
P 1.7728 -3.9275 5.0682
P 3.1482 -4.8439 -1.3009
P -3.2265 -3.1439 -0.5099
P 2.1234 3.8383 -0.0276
O 0.9318 -4.3788 3.9463
O -3.3811 6.1235 2.2927
O -4.3735 0.2003 2.1056
O -1.2435 6.0115 1.0202
O 1.0753 -2.8280 5.9323
O -2.5429 4.4257 -3.9043
O -1.1632 5.6034 3.6076
O 0.6049 -0.0741 -6.4154
O 3.2585 -4.8993 0.3221
O 3.2496 -3.3023 4.8039
O 2.0401 -5.0487 6.2064
O -2.0334 -2.4659 0.3537
O -0.1479 -1.4134 -4.3310
O 1.3683 4.1557 -1.4155
O -4.3917 2.5876 -3.4655
O -2.1715 3.8758 1.9351
O -2.2533 2.4899 -2.1905
O 4.1025 -5.6038 -2.1435
O 1.1639 -0.1294 0.9526
O 1.5746 -5.1362 -1.4906
O 2.2535 -1.6793 -5.3628
O 3.1150 -3.2649 -1.6348
O 1.9494 2.4417 0.4974
O 1.6017 5.0201 0.9235
O -2.4019 -4.3283 -1.2830
O -2.1609 1.9456 -4.5649
O -3.9516 -2.2681 -1.4829
O 4.3368 1.5794 4.6508
O 3.6831 4.2611 -0.2844
O -4.1794 -3.8543 0.6054
O 1.6093 0.5763 -4.1875
C 0.9573 -5.1231 -2.7397
C 3.1474 -2.0311 -4.3516
C 2.0939 5.0871 2.2977
C 4.6427 3.2403 -0.4585
C 2.1702 -2.3624 -1.0920
C -5.4018 3.1279 -4.3045
C 0.1509 -1.9234 5.3441
C -2.0146 2.3206 -5.9513
C 3.1779 1.6474 3.7352
C -2.8844 1.3228 -1.6061
C -4.8215 -5.1292 0.4565
C -1.3945 -3.2413 1.3531
C 1.7171 5.3415 -2.0826
C 1.6221 0.5387 -7.1732
C -2.6261 2.8753 2.8782
C 3.2085 -5.8854 6.1621
C 3.4977 -2.0881 4.1695
C -3.6599 -0.5477 3.1317
C -0.0509 0.1229 1.6220
C -1.6549 5.5606 -0.2649
C -4.1855 6.3397 3.4096
C -2.7989 -4.6773 -2.6235
C 3.9163 -6.0124 0.9764
C 1.0329 1.0977 -3.0195
H -4.4773 -5.7302 -0.3838
H -3.2289 0.5175 -2.2523
H 3.5786 2.0120 2.7896
H 3.7525 -5.8073 5.2234
H 3.0073 5.6685 2.4078
H 0.4421 -0.8709 5.3329
H 2.8370 -6.8797 6.4107
H 0.2441 -4.3128 -2.9106
H -2.5281 1.5297 -6.4994
H -0.6328 -0.6589 2.1055
H 1.2645 5.5469 2.8332
H -0.0561 1.1389 -3.0636
H 2.2118 4.0841 2.7048
H 4.0297 -2.1397 -4.9946
H 3.9077 -5.7186 6.9835
H -0.3604 -2.9401 1.5084
H 1.4880 -2.8241 -0.3766
H -4.4876 -5.6868 1.3351
H -2.1674 0.9123 -0.8937
H -4.3846 5.4144 3.9603
H 0.3832 -6.0290 -2.9371
H -2.6079 5.0342 -0.3332
H 1.2587 1.5148 -7.5025
H -3.6290 2.5195 2.6555
H -0.9834 2.3890 -6.2928
H 1.8664 6.2266 -1.4654
H 4.0471 -5.6179 1.9858
H 2.5809 -1.5092 4.0605
H -5.2862 0.3093 2.3845
H 4.7709 2.8414 0.5488
H -5.7405 4.0855 -3.9107
H 4.3782 2.4346 -1.1446
H 3.4869 -1.3588 -3.5646
H 2.8018 0.6373 3.5812
H 2.3762 2.3022 4.0739
H 1.9316 0.0129 -8.0772
H 0.2064 0.9459 2.2968
H -4.9907 3.2677 -5.3062
H -3.6605 6.9993 4.1002
H -5.9032 -5.1230 0.5778
H 3.2498 -6.8699 1.0318
H 4.0014 -2.3104 3.2278
H 1.4359 2.1083 -2.9677
H -0.7849 -2.0397 5.8882
H 0.8472 5.3362 -2.7432
H 1.4658 0.7510 0.6902
H -4.2323 -1.4196 3.4486
H -5.1944 6.6176 3.1086
H -1.9085 2.0568 2.9074
H -6.2529 2.4621 -4.4371
H 1.7176 -4.9806 -3.5110
H 2.6199 5.2237 -2.6852
H -3.7107 1.5219 -0.9206
H 4.9792 1.9756 4.0578
H 5.5508 3.7022 -0.8431
H 4.2208 -1.5776 4.8072
H 2.6202 -1.4580 -0.6897
H -2.5219 3.2403 -6.2437
H -2.6445 -0.8118 2.8478
H -1.5362 -4.3216 1.3569
H -0.9713 4.9206 -0.8215
H 2.5520 0.8031 -6.6657
H -1.9038 -2.9597 2.2805
H -3.1001 -5.7286 -2.6525
H -0.7455 0.5701 0.9028
H -0.0214 -2.0527 4.2738
H 1.3411 0.5108 -2.1525
H -1.9627 -4.7041 -3.3206
H -3.5610 0.0575 4.0369
H 1.4226 -2.0442 -1.8252
H -3.6613 -4.1268 -2.9925
H 3.0538 -3.0548 -3.9925
H -2.6033 3.2901 3.8878
H -1.8098 6.4938 -0.8079
H 4.9458 -6.1935 0.6719

These are the Löwdin partial charges, in e, on atoms 1 to 99: 0.41, 0.49, 0.44, 0.41, 0.45, 0.50, 0.50, -0.23, -0.21, -0.13, -0.21, -0.19, -0.23, -0.25, -0.22, -0.22, -0.23, -0.21, -0.22, -0.22, -0.24, -0.22, -0.23, -0.22, -0.23, -0.14, -0.22, -0.20, -0.24, -0.23, -0.22, -0.23, -0.22, -0.25, -0.13, -0.23, -0.23, -0.23, -0.12, -0.13, -0.04, -0.11, -0.11, -0.09, -0.11, -0.09, -0.11, -0.09, -0.09, -0.12, -0.11, -0.15, -0.07, -0.09, -0.10, -0.13, -0.15, -0.10, -0.12, -0.10, -0.08, -0.09, 0.08, 0.09, 0.06, 0.08, 0.09, 0.09, 0.09, 0.08, 0.09, 0.04, 0.07, 0.08, 0.06, 0.10, 0.09, 0.08, 0.08, 0.09, 0.07, 0.08, 0.09, 0.09, 0.08, 0.08, 0.08, 0.10, 0.08, 0.07, 0.07, 0.08, 0.09, 0.09, 0.10, 0.05, 0.07, 0.09, 0.07



two:
This record from OMol25 describes a cluster of 10 separate species, C24H75O31P7 in total. The level of theory is wB97M-V/def2-TZVPD.

Structure (SMILES)   COP(=O)(OC)OC.COP(=O)(OC)OC.COP(=O)(OC)OC.COP(=O)(OC)OC.COP(=O)(OC)OC.COP(=O)(OC)OC.COP(=O)(OC)OC.CO.CO.CO
HOMO-LUMO gap   10.16 eV
LUMO energy   0.042 eV
HOMO level   -10.12 eV

Cartesian coordinates (Å):
P 2.7325 0.0790 -4.5751
P -0.0304 5.5951 -1.4409
P -4.9756 1.7312 1.0990
P 1.7014 -3.6755 -0.6442
P 2.0573 -2.8951 4.5904
P 0.8963 4.5182 4.4413
P -3.8406 -4.7942 0.2557
O 0.6253 0.1546 0.8437
O -4.7091 0.9626 -0.2672
O -2.7338 -0.8216 -3.4015
O 5.0506 1.0632 0.9829
O 1.0798 -5.0903 -0.0880
O 2.8508 -1.5241 4.1369
O 1.3907 -2.4595 0.1730
O -3.5590 1.7444 1.9250
O 3.9320 0.4971 -5.5476
O 1.6056 1.2090 -4.8107
O 2.2063 4.4319 3.5189
O 1.5027 5.5563 -0.8732
O 0.2359 3.0070 4.2813
O -0.1870 6.0134 -2.8520
O 1.3458 -2.7232 5.8555
O -0.8068 6.4847 -0.3480
O 3.2733 -3.9820 4.6916
O 1.2678 4.8493 5.8327
O -0.1413 5.5172 3.6752
O -3.1944 -4.8456 -1.2527
O 1.1193 -3.3730 3.3236
O 3.0755 -0.2175 -3.1269
O 3.2867 -3.9489 -0.8018
O 1.2119 -3.6647 -2.2060
O -3.1543 -6.0480 0.9800
O -0.5879 4.1078 -1.0663
O -5.3229 -4.7807 0.3385
O 2.1044 -1.1527 -5.3455
O -6.1472 1.2150 1.7879
O -5.0084 3.2696 0.5837
O -3.1955 -3.4160 0.8350
C -1.8948 3.7155 -1.3932
C 1.2242 -6.2448 -0.8828
C 3.0723 3.3626 3.5980
C 0.4051 -4.6111 3.4287
C 0.2730 2.4499 2.9609
C 3.6727 0.8375 -6.8796
C 0.1561 0.8697 -0.2876
C -3.4946 0.3517 -3.7731
C 0.3868 1.1546 -4.1122
C 4.0245 1.6781 0.1873
C -3.6024 -7.3295 0.6524
C 4.0714 -2.8849 -1.3571
C 0.1662 6.8979 3.6972
C 1.7294 5.0625 0.4577
C 4.4445 -3.6725 5.3643
C -1.7789 -3.1358 0.8277
C -4.2589 -0.4035 -0.3699
C 2.7574 -2.4381 -5.3794
C 0.3989 -2.6609 -2.6987
C -5.9518 4.1968 1.2165
C -2.0662 7.0562 -0.6689
C -3.2147 0.7188 2.7816
C 3.4783 -1.4341 2.8563
C -3.6561 -3.9914 -2.3007
H 1.0319 1.0803 -0.9014
H 3.1897 0.0560 -7.4661
H -1.9078 8.1202 -0.8451
H -4.2131 -3.1114 -1.9792
H 4.1109 1.4065 -0.8648
H -0.3907 1.7650 0.0083
H -6.7117 3.7483 1.8564
H 1.2448 -7.1507 -0.2770
H 3.5179 -1.9546 -1.4847
H -2.4997 6.6187 -1.5682
H 1.0896 1.7280 2.9712
H -3.4912 -7.5952 -0.3989
H 0.4316 0.6068 -3.1709
H 0.8189 5.1612 1.0488
H 0.8544 -0.7466 0.6049
H -0.1309 -2.1176 -1.9163
H 0.2094 7.2731 2.6748
H -4.6583 -7.5709 0.7743
H -0.6319 -4.4551 3.7258
H -3.9582 -0.9355 0.5327
H 4.1650 -3.0735 6.2311
H 4.5693 -3.2518 -2.2546
H 2.9539 2.7644 2.6946
H 4.8365 -2.6636 -0.6129
H -4.5071 -0.0227 -3.9238
H 0.3927 3.2609 2.2426
H 5.4641 1.8542 1.3364
H 2.9911 1.5148 0.4930
H -3.4165 -0.3199 -1.0566
H -2.4336 -1.2934 -4.1818
H 2.0969 -6.1708 -1.5316
H 3.0647 -2.7285 -6.3841
H 5.1522 -3.1154 4.7505
H 0.3808 -6.4067 -1.5540
H -4.9877 -1.0395 -0.8725
H -0.3083 -3.1447 -3.3725
H -2.4193 3.6603 -0.4393
H -2.7699 -3.6489 -2.8348
H -1.5911 -2.1945 0.3112
H 3.7167 -2.3932 -4.8637
H -3.4853 1.0626 -2.9469
H 4.8384 -4.6078 5.7620
H 0.0493 2.1735 -3.9225
H 4.1054 3.7097 3.5791
H -1.4275 -3.1336 1.8594
H 2.2217 -3.2531 -4.8927
H 3.0244 -0.6550 2.2438
H -0.6819 7.3683 4.1947
H -2.9420 1.1772 3.7322
H -3.1222 0.8889 -4.6454
H 4.1795 2.7568 0.1638
H 1.0239 7.1095 4.3357
H -3.0472 -8.0883 1.2038
H 1.0230 -2.0302 -3.3319
H -5.3982 4.8726 1.8683
H -1.2517 -3.8742 0.2234
H 4.5010 -1.0923 3.0151
H 4.6389 1.1444 -7.2798
H -2.3470 0.2294 2.3392
H -0.5661 0.3176 -0.8890
H 2.4467 5.7090 0.9634
H -2.2830 4.4579 -2.0906
H 2.9460 1.6498 -6.8714
H 0.9165 -5.3602 4.0332
H -0.6897 1.9662 2.7952
H 2.8997 2.6952 4.4423
H 3.4368 -2.3762 2.3096
H -0.3409 0.7488 -4.8150
H -4.2432 -4.5810 -3.0048
H 2.0870 4.0330 0.4417
H -2.7800 6.9561 0.1488
H -6.5789 4.7293 0.5014
H 0.2824 -5.1010 2.4628
H -3.9848 -0.0100 3.0343
H -2.0066 2.7540 -1.8945

These are the Löwdin partial charges, in e, on atoms 1 to 99: 0.45, 0.47, 0.42, 0.54, 0.48, 0.47, 0.46, -0.14, -0.22, -0.16, -0.11, -0.22, -0.22, -0.22, -0.22, -0.20, -0.21, -0.24, -0.20, -0.21, -0.23, -0.23, -0.23, -0.24, -0.23, -0.22, -0.24, -0.23, -0.25, -0.22, -0.22, -0.20, -0.25, -0.24, -0.23, -0.22, -0.23, -0.23, -0.11, -0.12, -0.13, -0.11, -0.09, -0.11, -0.14, -0.12, -0.09, -0.15, -0.14, -0.08, -0.11, -0.10, -0.13, -0.07, -0.07, -0.07, -0.12, -0.08, -0.10, -0.15, -0.10, -0.09, 0.07, 0.09, 0.09, 0.08, 0.07, 0.06, 0.08, 0.10, 0.06, 0.08, 0.08, 0.09, 0.07, 0.06, 0.01, 0.08, 0.09, 0.09, 0.09, 0.08, 0.09, 0.09, 0.06, 0.09, 0.08, 0.07, 0.07, 0.05, 0.06, 0.07, 0.08, 0.09, 0.09, 0.09, 0.09, 0.09, 0.09



What should be chosen as the most stable of them? Choose two.